Computed, not measured: an isolated molecule of C5H5N in a non-equilibrium geometry, with ωB97M-V/def2-TZVPD.

Output
spin multiplicity	1
energy relative to the best compared isomer or geometry (same formula, charge and spin)	275.91	kJ/mol
HOMO-LUMO gap (alpha / beta)	0.2811 / 0.2810	Eh
structure (SMILES)	C1=CC=CNC=1
net charge	0
E_LUMO (alpha / beta)	0.24 / 0.24	eV
strongest force on any atom	1.04	eV/A

Each line ends with the Löwdin charge.
Element x y z (Å)
C 1.0519 1.1961 0.5034  -0.07
C -0.3043 1.4074 0.2614  -0.14
C -1.2359 0.3514 0.1033  -0.08
C -0.7350 -0.8795 -0.2291  -0.10
N 0.6159 -1.0521 -0.2225  0.02
C 1.4537 -0.1062 0.3167  -0.17
H -0.6813 2.4252 0.1520  0.08
H -2.3070 0.5260 0.0497  0.10
H -1.3559 -1.7273 -0.5130  0.12
H 1.0457 -1.6326 -0.9243  0.15
H 2.4523 -0.5084 0.5023  0.09

Computed, not measured: an isolated molecule of C5H5N in a non-equilibrium geometry, with ωB97M-V/def2-TZVPD.

Output
spin multiplicity	1
energy relative to the best compared isomer or geometry (same formula, charge and spin)	510.39	kJ/mol
HOMO-LUMO gap	0.3669	Eh
net charge	0
E_LUMO	0.69	eV
strongest force on any atom	4.22	eV/A

Each line ends with the Löwdin charge.
Element x y z (Å)
C 0.9313 -0.0073 1.9836  0.06
C 0.3352 -0.5159 -1.5820  -0.07
C -0.8816 0.8792 0.6971  -0.15
C 0.7310 -0.9085 -0.1937  -0.08
C -0.3521 -0.1909 -0.2485  -0.16
N -0.0353 0.6680 1.8259  -0.04
H 0.7937 0.2607 -2.1677  0.07
H -0.0909 -1.3351 -2.1513  0.07
H -0.8591 1.8402 0.4010  0.08
H -1.9514 0.7839 0.9056  0.12
H 1.3792 -1.4743 0.5301  0.10

Computed, not measured: an isolated molecule of C5H5N in a non-equilibrium geometry, with ωB97M-V/def2-TZVPD.

Output
spin multiplicity	3
energy relative to the best compared isomer or geometry (same formula, charge and spin)	223.33	kJ/mol
HOMO-LUMO gap (alpha / beta)	0.2740 / 0.2893	Eh
net charge	0
E_LUMO (alpha / beta)	1.12 / -1.79	eV
strongest force on any atom	3.28	eV/A

Each line ends with the Löwdin charge.
Element x y z (Å)
C -1.2684 -0.2652 0.1483  -0.15
C -0.8246 -1.4055 0.3619  0.04
C 0.9567 0.6528 -0.0459  -0.02
C -1.5053 1.0009 -0.2595  -0.01
C 0.5810 -1.7117 0.1551  -0.23
N 1.3350 -0.4820 0.0138  -0.02
H 1.5720 1.5898 -0.0582  0.08
H -2.0565 1.2066 -1.1079  0.03
H -1.3992 1.9065 0.4103  0.09
H 0.8949 -2.2889 0.9508  0.09
H 0.9316 -2.2930 -0.6659  0.11

Computed, not measured: a cluster of 2 separate species, C5H5N3O in total in a non-equilibrium geometry, with ωB97M-V/def2-TZVPD.

Output
spin multiplicity	1
energy relative to the best compared isomer or geometry (same formula, charge and spin)	164.99	kJ/mol
HOMO-LUMO gap	0.3374	Eh
structure (SMILES)	C=C/C=N/C#N.N=C=O
net charge	0
E_LUMO	-1.03	eV
strongest force on any atom	1.80	eV/A

Each line ends with the Löwdin charge.
Element x y z (Å)
C 1.5022 -0.3570 -0.7730  0.07
C 0.6332 0.6146 -1.0535  -0.14
C -0.2325 1.1821 -0.0466  -0.12
N -0.1320 0.8127 1.1684  0.08
C -0.8818 1.0965 2.1827  -0.36
N -1.4806 1.1775 3.1667  0.14
H 1.6010 -0.7305 0.2336  0.07
H 2.1207 -0.8018 -1.5317  0.07
H 0.5114 0.9872 -2.0605  0.10
H -0.9800 1.9092 -0.3756  0.13
N -2.6408 -1.9216 2.3412  0.21
C -1.7689 -2.1320 1.5601  -0.44
O -1.0439 -2.4874 0.7317  0.14
H -2.8185 -1.2462 3.0508  0.06

Energy list, top to bottom, in a.u.: -248.16995; -248.08064; -247.99599; -432.98091